54
Properties=species:S:1:pos:R:3 method="wB97M-V/def2-TZVPD" e_homo_ev=-10.34 total_charge=+1 lumo_energy_ev=-4.6014 total_energy_ev=-43155.080
C -0.773 -5.458 0.424
C -2.065 -5.709 -0.327
N -2.459 -4.677 -1.404
C -3.215 -5.410 -2.472
C -4.677 -4.808 -2.880
N -5.410 -4.529 -1.552
C -4.710 -3.300 -1.017
C -3.089 -3.430 -0.850
C -2.354 -2.017 -1.363
Cl -0.625 -1.935 -0.692
C -2.487 -1.760 -2.974
C -1.231 -0.944 -3.644
H 0.274 -5.318 -0.128
H -0.813 -5.465 1.614
H -2.684 -6.675 -0.087
H -1.528 -4.384 -1.831
H -2.553 -5.399 -3.462
H -3.308 -6.562 -2.181
H -5.298 -5.696 -3.379
H -4.590 -3.862 -3.563
H -5.273 -5.348 -0.887
H -5.200 -3.032 0.023
H -4.970 -2.379 -1.730
H -2.881 -3.447 0.326
H -2.975 -1.148 -0.830
H -2.693 -2.793 -3.486
H -3.450 -1.075 -3.134
H -1.626 -0.295 -4.562
H -0.427 -1.746 -3.984
H -0.730 -0.152 -2.905
F 2.442 2.131 3.636
C 2.225 1.938 2.328
C 1.584 0.779 1.904
C 1.353 0.581 0.543
C 1.777 1.539 -0.381
C 2.424 2.696 0.054
C 2.645 2.900 1.416
H 1.269 0.042 2.636
H 0.845 -0.318 0.202
H 1.601 1.381 -1.443
H 2.757 3.439 -0.668
H 3.139 3.798 1.772
F 6.398 5.577 1.915
C 5.694 6.442 2.657
C 4.823 5.960 3.628
C 4.094 6.861 4.404
C 4.237 8.235 4.194
C 5.110 8.708 3.214
C 5.847 7.808 2.446
H 4.718 4.890 3.771
H 3.416 6.494 5.171
H 3.665 8.937 4.797
H 5.217 9.778 3.050
H 6.537 8.159 1.686